(1)
C10H12N3O2 | ωB97M-V/def2-TZVPD

## Properties
charge	-1
E_LUMO	3.46	eV
energy above the lowest of the compared OMol25 structures with the same formula, charge and spin	77.78	kcal per mole
frontier orbital gap	7.5	eV

Last column: natural (NBO) charge in e.
CARTESIAN COORDINATES (ANGSTROEM)
C (2.56, -0.62, 0.46)  -0.423
N (1.61, 0.19, -0.34)  -0.308
N (2.02, 0.70, -1.52)  -0.252
C (0.91, 1.05, -2.17)  0.044
C (-0.34, 0.62, -1.50)  -0.465
C (-1.43, 0.02, -2.54)  0.808
O (-2.17, -0.79, -1.96)  -0.778
O (-1.21, 0.21, -3.73)  -0.736
C (0.16, -0.05, -0.31)  0.357
C (0.06, -1.89, -0.53)  -0.653
N (-0.52, 0.31, 0.89)  -0.361
C (-1.79, -0.10, 1.08)  -0.034
C (-2.15, 0.39, 2.38)  -0.326
C (-1.07, 1.21, 2.82)  -0.318
C (-0.11, 1.09, 1.91)  -0.074
H (2.38, -1.71, 0.64)  0.200
H (3.55, -0.56, -0.03)  0.212
H (2.77, -0.08, 1.35)  0.189
H (0.99, 1.63, -2.99)  0.193
H (-0.79, 1.62, -1.15)  0.223
H (-0.24, -2.23, 0.54)  0.206
H (1.01, -2.17, -1.03)  0.195
H (-0.69, -2.00, -1.26)  0.250
H (-2.24, -0.59, 0.38)  0.236
H (-3.09, 0.30, 2.88)  0.203
H (-0.87, 1.72, 3.75)  0.204
H (0.71, 1.74, 1.98)  0.207

(2)
C3H3F3N3O3S | ωB97M-V/def2-TZVPD

## Properties
charge	+1
E_LUMO	-5.04	eV
energy above the lowest of the compared OMol25 structures with the same formula, charge and spin	0.00	kcal per mole
frontier orbital gap	10.6	eV

Last column: natural (NBO) charge in e.
CARTESIAN COORDINATES (ANGSTROEM)
C (1.68, -1.07, -0.76)  0.822
C (-0.42, 0.28, -1.13)  0.965
C (-0.16, -0.51, 1.12)  0.527
N (1.45, -0.68, 0.59)  -0.699
N (0.49, -0.58, -1.59)  -0.609
N (-0.81, 0.36, 0.15)  -0.613
O (2.82, -0.40, -1.04)  -0.608
O (1.79, 1.68, -0.01)  -0.898
O (3.74, 0.66, 1.12)  -0.771
F (1.81, -2.36, -0.92)  -0.260
F (-1.21, 0.85, -1.99)  -0.218
F (-0.51, -1.78, 1.18)  -0.263
S (2.62, 0.57, 0.34)  2.444
H (-0.04, 0.11, 2.11)  0.243
H (0.46, -0.91, -2.52)  0.463
H (-1.72, 0.73, 0.43)  0.475

(3)
C38H40Br6F4O9 | ωB97M-V/def2-TZVPD

## Properties
charge	0
E_LUMO	-0.36	eV
energy above the lowest of the compared OMol25 structures with the same formula, charge and spin	93.86	kcal per mole
frontier orbital gap	8.7	eV

Last column: Löwdin charge in e.
CARTESIAN COORDINATES (ANGSTROEM)
C (-0.37, -2.13, -0.30)  -0.021
C (-1.42, -1.08, -0.75)  -0.306
C (-1.81, -0.03, 0.35)  -0.050
O (-1.71, 1.23, -0.34)  0.110
C (-1.13, 1.08, -1.47)  -0.591
O (-0.75, 1.99, -2.17)  0.140
O (-0.80, -0.23, -1.67)  0.067
H (0.47, -1.75, 0.28)  0.084
H (0.01, -2.59, -1.21)  0.080
H (-0.73, -3.00, 0.26)  0.079
H (-2.26, -1.59, -1.22)  0.150
H (-1.21, -0.09, 1.26)  0.130
H (-2.82, -0.22, 0.73)  0.129
C (1.89, 6.13, -9.88)  -0.018
C (1.08, 6.33, -8.58)  -0.307
C (1.85, 7.22, -7.62)  -0.102
O (0.97, 8.25, -7.18)  0.085
C (-0.14, 8.13, -7.96)  -0.552
O (-1.11, 8.88, -8.05)  0.116
O (0.00, 7.17, -8.82)  0.095
H (1.30, 5.57, -10.61)  0.084
H (2.89, 5.72, -9.80)  0.086
H (2.12, 7.10, -10.32)  0.088
H (0.70, 5.40, -8.16)  0.158
H (2.78, 7.64, -8.01)  0.134
H (2.11, 6.66, -6.72)  0.133
C (-2.62, -9.15, 8.79)  -0.017
C (-2.07, -8.57, 7.55)  -0.395
C (-2.91, -8.92, 6.36)  -0.111
O (-3.04, -7.70, 5.67)  0.093
C (-2.69, -6.68, 6.47)  -0.529
O (-2.58, -5.48, 6.20)  0.125
O (-2.18, -7.23, 7.54)  0.109
H (-3.70, -9.07, 8.87)  0.096
H (-2.16, -8.64, 9.64)  0.096
H (-2.37, -10.21, 8.81)  0.097
H (-1.03, -8.79, 7.32)  0.168
H (-3.86, -9.33, 6.68)  0.128
H (-2.55, -9.75, 5.75)  0.140
F (-1.49, 3.38, 10.34)  0.071
C (-0.63, 3.96, 9.48)  -0.323
C (-0.81, 3.92, 8.13)  -0.016
C (0.18, 4.44, 7.25)  -0.063
C (1.32, 5.11, 7.70)  -0.122
C (1.48, 5.21, 9.04)  -0.073
C (0.49, 4.61, 9.93)  0.003
H (-1.60, 3.24, 7.84)  0.114
H (0.14, 4.13, 6.22)  0.098
H (2.08, 5.48, 7.04)  0.105
H (2.37, 5.70, 9.41)  0.100
H (0.67, 4.67, 10.99)  0.105
F (-8.29, -5.59, -5.77)  0.095
C (-7.83, -5.57, -4.54)  -0.345
C (-7.02, -6.61, -4.15)  -0.010
C (-6.58, -6.69, -2.83)  -0.088
C (-6.82, -5.63, -2.00)  -0.115
C (-7.63, -4.54, -2.38)  -0.053
C (-8.16, -4.56, -3.69)  -0.018
H (-6.78, -7.39, -4.86)  0.115
H (-6.07, -7.56, -2.45)  0.105
H (-6.40, -5.64, -1.01)  0.097
H (-7.93, -3.77, -1.69)  0.100
H (-8.90, -3.88, -4.08)  0.116
F (3.64, 6.55, 1.01)  0.058
C (4.03, 7.83, 0.95)  -0.293
C (3.27, 8.72, 0.26)  -0.030
C (3.65, 10.05, 0.28)  -0.091
C (4.77, 10.48, 0.97)  -0.097
C (5.58, 9.54, 1.58)  -0.087
C (5.19, 8.19, 1.68)  0.003
H (2.38, 8.37, -0.23)  0.121
H (3.03, 10.73, -0.29)  0.105
H (4.94, 11.55, 0.96)  0.101
H (6.47, 9.82, 2.12)  0.099
H (5.67, 7.45, 2.29)  0.111
F (2.63, -3.05, -8.76)  0.065
C (1.83, -3.95, -8.19)  -0.273
C (2.24, -5.28, -8.15)  -0.029
C (1.40, -6.16, -7.53)  -0.092
C (0.22, -5.73, -6.89)  -0.086
C (-0.16, -4.38, -6.86)  -0.088
C (0.63, -3.51, -7.56)  -0.024
H (3.15, -5.59, -8.64)  0.117
H (1.73, -7.19, -7.40)  0.102
H (-0.41, -6.41, -6.34)  0.092
H (-1.01, -3.99, -6.31)  0.105
H (0.42, -2.45, -7.60)  0.112
C (3.24, -2.15, 8.83)  -1.508
Br (4.05, -3.97, 9.19)  0.492
Br (3.29, -1.69, 6.92)  0.517
Br (4.39, -0.82, 9.67)  0.515
H (2.23, -1.97, 9.19)  -0.016
C (6.59, 0.02, -1.24)  -1.512
Br (7.68, 1.52, -0.47)  0.490
Br (7.76, -1.52, -1.60)  0.517
Br (5.74, 0.51, -2.94)  0.528
H (5.82, -0.24, -0.51)  -0.022

(4)
C5H21NO7 | ωB97M-V/def2-TZVPD

## Properties
charge	0
E_LUMO	0.26	eV
energy above the lowest of the compared OMol25 structures with the same formula, charge and spin	97.33	kcal per mole
frontier orbital gap	10.4	eV

Last column: natural (NBO) charge in e.
CARTESIAN COORDINATES (ANGSTROEM)
N (-0.92, -0.44, -1.98)  -0.894
C (0.28, -0.05, -1.21)  -0.098
C (0.29, 1.48, -1.30)  -0.057
O (0.00, 2.00, -0.01)  -0.753
C (1.55, -0.52, -1.92)  -0.398
C (1.76, -2.05, -1.69)  -0.513
C (2.38, -2.24, -0.33)  0.431
O (1.92, -2.84, 0.61)  -0.532
H (-0.96, -1.46, -1.83)  0.371
H (-1.05, -0.27, -3.09)  0.386
H (0.25, -0.44, -0.16)  0.240
H (1.23, 1.94, -1.54)  0.179
H (-0.34, 1.79, -2.10)  0.165
H (-0.61, 1.57, 0.57)  0.491
H (2.45, -0.09, -1.41)  0.205
H (1.59, -0.28, -2.94)  0.215
H (2.45, -2.51, -2.47)  0.240
H (0.83, -2.69, -1.71)  0.216
H (3.46, -2.12, -0.25)  0.116
O (-2.02, -0.34, 0.74)  -0.957
H (-1.86, 0.54, 0.24)  0.454
H (-2.96, -0.30, 0.80)  0.476
O (-3.04, 1.64, -0.69)  -0.942
H (-2.52, 1.08, -1.13)  0.479
H (-2.79, 2.51, -0.62)  0.485
O (0.02, -2.69, 2.58)  -0.961
H (-0.19, -2.69, 1.65)  0.483
H (0.82, -3.14, 2.78)  0.481
O (-1.33, 0.54, 3.41)  -0.953
H (-2.05, 0.62, 2.87)  0.468
H (-0.84, -0.23, 3.29)  0.485
O (0.73, 4.41, 0.74)  -0.933
H (0.22, 3.84, 0.16)  0.473
H (1.57, 4.01, 0.44)  0.451

(5)
C2H10N2S | ωB97M-V/def2-TZVPD

## Properties
2S+1	2
charge	-1
E_LUMO (spin up / spin down)	3.86 / 3.82	eV
energy above the lowest of the compared OMol25 structures with the same formula, charge and spin	4.84	kcal per mole
frontier orbital gap (spin up / spin down)	4.8 / 6.9	eV

Last column: natural (NBO) charge in e.
CARTESIAN COORDINATES (ANGSTROEM)
N (-2.86, 0.63, 0.29)  -1.054
H (-2.31, -0.15, -0.09)  0.377
H (-2.87, 0.44, 1.28)  0.334
H (1.71, 0.44, -2.32)  -0.308
H (-3.80, 0.43, 0.02)  0.338
C (1.71, -0.11, 0.30)  -0.240
C (0.68, -1.06, -0.29)  -0.539
S (0.18, -0.83, -2.05)  -0.474
N (1.15, 1.25, 0.64)  -0.838
H (2.53, 0.04, -0.39)  0.212
H (2.10, -0.51, 1.24)  0.154
H (-0.27, -0.96, 0.24)  0.167
H (1.02, -2.09, -0.12)  0.182
H (0.50, 1.08, 1.41)  0.320
H (0.52, 1.40, -0.15)  0.369

(6)
C15H29NO7 | ωB97M-V/def2-TZVPD

## Properties
charge	0
E_LUMO	0.56	eV
energy above the lowest of the compared OMol25 structures with the same formula, charge and spin	7.07	kcal per mole
frontier orbital gap	9.7	eV

Last column: natural (NBO) charge in e.
CARTESIAN COORDINATES (ANGSTROEM)
N (4.29, -0.83, -1.74)  -0.832
C (4.04, -0.46, -3.12)  -0.240
C (3.38, 0.90, -3.39)  0.086
O (4.42, 1.86, -3.53)  -0.716
C (2.37, 1.32, -2.32)  -0.447
C (1.14, 0.47, -2.41)  0.089
C (0.15, 0.39, -1.27)  -0.400
C (-0.72, -0.72, -1.92)  -0.530
C (-0.71, -0.25, -3.37)  0.786
O (-1.40, -0.63, -4.31)  -0.562
O (0.26, 0.72, -3.52)  -0.508
H (3.46, -1.24, -1.34)  0.356
H (4.59, -0.05, -1.19)  0.355
H (4.97, -0.47, -3.69)  0.207
H (3.40, -1.22, -3.56)  0.192
H (2.81, 0.80, -4.32)  0.165
H (4.01, 2.72, -3.52)  0.464
H (2.83, 1.23, -1.35)  0.221
H (2.11, 2.36, -2.49)  0.210
H (1.44, -0.58, -2.57)  0.162
H (-0.49, 1.27, -1.34)  0.197
H (0.51, 0.25, -0.27)  0.241
H (-0.18, -1.64, -1.76)  0.260
H (-1.70, -0.86, -1.48)  0.233
C (-4.35, 2.02, -0.49)  -0.636
C (-4.17, 0.91, 0.53)  -0.069
O (-3.03, 1.14, 1.36)  -0.505
C (-3.06, 1.89, 2.47)  0.801
C (-4.27, 2.77, 2.73)  -0.745
O (-2.11, 1.91, 3.19)  -0.577
H (-4.55, 2.97, -0.01)  0.206
H (-5.18, 1.79, -1.16)  0.223
H (-3.45, 2.13, -1.09)  0.222
H (-5.07, 0.75, 1.13)  0.175
H (-3.97, -0.03, 0.01)  0.199
H (-4.08, 3.75, 2.30)  0.246
H (-4.38, 2.88, 3.80)  0.246
H (-5.20, 2.38, 2.33)  0.218
C (1.80, -1.65, 4.34)  -0.636
C (0.49, -1.31, 3.68)  -0.073
O (0.61, -1.31, 2.25)  -0.499
C (0.47, -2.42, 1.51)  0.811
C (0.46, -3.77, 2.18)  -0.744
O (0.43, -2.30, 0.31)  -0.606
H (2.13, -2.66, 4.09)  0.205
H (1.71, -1.58, 5.43)  0.221
H (2.58, -0.96, 4.02)  0.221
H (-0.33, -1.96, 3.99)  0.174
H (0.19, -0.29, 3.94)  0.216
H (1.47, -4.16, 2.21)  0.247
H (-0.16, -4.44, 1.57)  0.248
H (0.04, -3.77, 3.18)  0.221

Which of these has the lowest energy above the lowest of the compared OMol25 structures with the same formula, charge and spin? C3H3F3N3O3S

Number 2 is which compound? C3H3F3N3O3S